<A>
ORCA calculation (ωB97M-V/def2-TZVPD) on an isolated ion of composition C9H15OS and charge +1.

CARTESIAN COORDINATES (ANGSTROEM)
C: -1.589 -0.289 -0.301
H: -2.694 -3.165 1.130
C: 3.272 -1.716 -1.744
H: -1.303 -0.994 -1.037
H: -2.010 0.498 -0.900
H: -0.383 2.347 2.519
C: -1.747 3.273 1.107
S: 0.161 0.154 0.267
H: 2.369 -1.996 0.280
C: 2.340 -1.314 -0.621
C: -2.320 -1.083 0.659
H: 1.307 1.994 0.891
C: -0.706 2.563 1.535
C: 0.323 2.027 0.505
C: 1.417 -0.413 -0.950
H: 0.233 2.458 -0.452
H: -3.000 -0.495 1.254
H: 1.280 0.058 -1.845
H: 4.345 -1.671 -1.310
H: -2.038 3.374 -0.039
H: -1.572 -2.796 -0.261
H: 3.279 -1.032 -2.600
H: -2.324 3.774 1.876
H: 3.209 -2.700 -2.062
C: -2.285 -2.413 0.480
O: 0.436 -0.442 1.620

Total charge: +1

=====

<B>
ORCA calculation (ωB97M-V/def2-TZVPD) on an isolated ion of composition C9H15OS and charge +1.

CARTESIAN COORDINATES (ANGSTROEM)
C: 2.694 0.765 0.231
H: 1.035 -1.961 0.122
H: -0.276 -1.150 3.440
H: 3.044 0.110 0.948
S: 0.307 0.038 -1.105
H: -1.486 -0.897 1.096
C: -3.288 -0.117 -0.219
H: -1.461 0.867 -2.608
C: -2.329 0.667 -0.808
H: 1.226 -1.113 2.322
H: 3.666 -0.143 -1.402
H: -0.587 -2.075 -0.730
O: 0.266 1.288 -0.060
H: 1.295 1.605 1.635
H: -1.438 -1.021 -2.209
H: -2.104 1.638 -0.363
C: 1.507 1.690 0.593
C: 0.053 -1.496 -0.082
H: -3.965 0.130 0.518
C: 0.175 -1.207 2.435
C: 2.872 0.586 -1.090
C: -0.538 -1.190 1.250
H: 2.565 1.325 -1.808
H: 1.583 2.707 0.313
C: -1.376 0.054 -1.785
H: -3.438 -1.100 -0.634

Total charge: +1

=====

Which one sits at the bottom of the stability order? <B> does.

=====

<A>
ORCA calculation (ωB97M-V/def2-TZVPD) on a 2-piece molecular cluster, C7H15N2 overall.

CARTESIAN COORDINATES (ANGSTROEM)
H: -1.063 -1.352 1.639
C: 2.360 0.290 -0.759
H: -0.774 -2.257 -0.723
C: -0.569 -1.330 -1.134
H: 2.817 1.519 1.091
H: -0.708 1.306 -1.530
C: 1.173 0.222 1.224
H: 0.735 0.651 2.149
H: -2.666 -1.336 0.645
C: -0.952 -0.316 -0.163
H: 1.310 -2.064 1.236
H: -2.064 0.092 1.531
H: -2.365 0.938 -0.830
H: -1.241 1.814 0.047
H: 0.531 -1.445 -1.356
N: 2.048 1.196 0.464
H: -0.963 -1.229 -2.122
C: 1.565 -1.062 0.875
N: 2.150 -1.058 -0.269
H: 1.527 1.913 0.192
C: -1.223 1.033 -0.572
H: 1.676 0.375 -1.602
C: -1.761 -0.732 0.932
H: 3.368 0.449 -1.116

Total charge: +1

=====

<B>
ORCA calculation (ωB97M-V/def2-TZVPD) on an isolated ion of composition C7H15N2 and charge +1.

CARTESIAN COORDINATES (ANGSTROEM)
H: -1.978 -0.942 -1.620
H: 1.665 2.336 -1.966
C: 1.421 -1.731 1.908
H: -0.328 -1.410 -1.802
C: -1.740 1.478 -0.483
H: -1.414 2.259 0.216
H: 0.286 1.593 -2.721
C: 0.658 1.091 -0.735
H: -1.822 1.968 -1.562
H: 2.013 -1.042 3.826
H: 1.636 -2.870 2.074
H: 1.461 -0.575 0.070
H: -1.124 -0.806 1.229
C: -0.982 -0.619 -1.710
H: 0.516 -2.201 0.059
N: -0.371 -0.371 0.788
C: -0.658 0.363 -0.586
N: 0.783 1.864 -1.791
C: 1.667 -0.863 2.872
H: -0.931 -0.056 -2.638
H: -2.667 1.147 -0.153
C: 0.780 -1.243 0.633
H: -0.212 0.405 1.338
H: 1.341 0.225 2.754

Total charge: +1

=====

Which one sits at the bottom of the stability order? <A> does.

=====

<A>
ORCA calculation (ωB97M-V/def2-TZVPD) on a 23-piece molecular cluster, H46O23 overall.

CARTESIAN COORDINATES (ANGSTROEM)
H: 4.643 1.480 -0.185
O: 0.646 0.065 0.006
H: -3.230 -2.693 -3.987
O: -2.527 -3.076 3.368
O: -0.922 1.603 1.719
O: 3.283 1.379 2.465
H: -2.708 2.595 -4.074
H: -0.421 -0.228 -5.802
H: 3.003 0.644 3.010
H: 0.227 -1.431 3.387
H: -0.937 1.018 2.476
H: 0.772 2.617 -1.329
H: 1.580 3.494 1.300
H: -1.844 -3.037 1.734
O: -2.141 -0.299 0.032
H: 0.851 0.576 0.789
H: -3.253 -3.370 3.918
H: -4.194 0.979 1.105
H: -2.363 -3.187 0.320
O: 2.376 -0.110 -2.324
O: -0.417 -0.745 3.564
O: -3.930 -2.582 -0.347
H: -4.406 -2.623 0.482
H: -1.077 -1.171 4.112
H: -1.570 1.235 1.119
H: 1.258 6.324 -0.519
H: -1.877 -2.549 -3.324
O: -2.416 -2.190 -4.029
H: 5.483 -2.194 -2.117
H: 1.099 4.823 -0.637
O: -2.107 3.223 -3.674
H: -0.741 -2.983 -1.046
H: 0.517 2.418 1.233
O: 4.189 0.684 0.092
H: -0.848 0.596 -4.607
H: -1.164 3.086 2.602
H: -0.278 -0.167 0.106
H: 3.276 -2.733 4.302
O: 1.141 -3.139 2.030
H: -2.450 -0.832 0.764
H: 3.925 1.844 3.001
H: 3.151 -0.141 -1.763
O: 2.397 -2.507 4.608
O: 1.672 5.546 -0.893
H: 0.688 1.126 -1.576
O: 1.044 2.997 0.682
O: -1.302 3.793 3.233
H: 3.047 2.864 -4.145
H: -0.305 -3.984 -2.095
O: -0.470 0.673 -5.483
H: -4.592 -2.764 -1.014
H: 1.848 -2.567 3.826
O: -0.760 -3.148 -1.989
H: 1.699 -0.568 -1.825
O: -4.508 1.874 1.232
H: 0.533 -3.334 1.317
O: 0.297 1.960 -1.837
H: -1.733 2.755 -2.927
H: -2.520 -0.713 -0.744
H: -5.447 1.827 1.049
O: 4.881 -1.450 -2.114
O: 2.597 2.089 -4.481
O: -1.655 -3.466 0.899
H: 3.727 0.937 0.891
H: 5.106 -0.962 -1.322
H: -1.750 3.374 3.967
H: 1.889 1.932 -3.856
H: -1.870 -3.768 3.449
H: 1.887 -3.719 1.874

Total charge: 0

=====

<B>
ORCA calculation (ωB97M-V/def2-TZVPD) on a 23-piece molecular cluster, H46O23 overall.

CARTESIAN COORDINATES (ANGSTROEM)
H: 1.291 -2.649 2.577
H: -1.252 -3.240 3.090
H: -0.500 -3.126 -1.207
O: 3.561 0.828 0.879
O: 0.313 2.829 -2.520
H: 2.935 2.603 -2.113
H: 0.729 -0.829 -2.871
H: -3.668 -2.241 0.988
H: -0.425 -2.163 0.011
H: 2.722 3.317 -3.344
O: 0.952 3.032 3.503
H: 2.591 -2.090 -1.038
H: 2.540 1.462 -0.451
H: -1.604 -3.973 -3.827
H: -0.563 2.414 -2.770
H: 4.485 0.610 0.857
H: 2.375 0.265 -1.408
H: -0.490 -1.608 -3.478
H: 2.617 -3.508 1.024
H: -2.392 -2.688 -3.656
O: -1.445 0.081 3.354
O: -2.690 -3.758 1.667
H: 2.869 3.222 1.042
H: -3.051 -4.679 1.739
O: 2.592 0.740 3.308
O: -0.527 -2.587 3.359
O: 2.129 1.210 -1.242
O: -0.201 -0.810 -3.032
O: -3.584 -1.349 -3.135
H: 2.030 4.879 -1.584
H: -3.806 -0.765 0.372
H: 1.995 1.350 3.687
H: -3.438 -1.654 -2.244
O: -1.293 2.465 1.802
H: -0.975 -1.741 3.399
H: -2.203 0.300 -2.276
H: 1.713 3.936 0.095
O: -0.363 -3.123 -0.259
H: -2.034 -3.682 0.980
H: -5.231 1.302 -0.121
H: -0.417 2.544 2.143
H: 0.152 0.346 0.318
O: -4.691 0.586 -0.579
H: -4.068 1.159 -1.134
H: 1.089 3.537 4.284
H: -1.502 0.692 2.530
H: 1.397 -3.440 -0.033
H: -2.324 -0.058 3.704
H: -1.332 3.046 1.026
O: -0.419 -0.247 -0.241
H: -0.278 -0.169 -1.203
H: 0.804 2.101 -2.094
O: -1.529 -3.047 -3.540
O: -2.421 1.160 -1.920
O: 2.237 -2.711 2.753
H: 3.271 0.872 1.823
O: 1.927 3.458 0.974
O: 1.179 5.178 -1.273
O: 3.177 3.479 -2.509
H: 3.414 -1.656 -2.186
H: 0.494 4.731 -1.758
H: -4.224 -0.688 -3.065
H: -1.886 1.227 -1.095
H: 2.216 -0.189 3.193
O: 2.374 -3.619 0.062
H: 1.284 3.566 2.719
O: 2.568 -1.510 -1.787
O: -3.461 -1.655 0.234
H: 2.263 -3.272 3.497

Total charge: 0

=====

Which one sits at the bottom of the stability order? <A> does.

=====

<A>
ORCA calculation (ωB97M-V/def2-TZVPD) on a 2-piece molecular cluster, C5H15N2S overall.

CARTESIAN COORDINATES (ANGSTROEM)
H: 2.431 -0.159 1.630
H: -2.232 0.641 -2.271
H: 0.023 1.511 -0.355
H: -0.453 -1.250 1.668
H: -0.533 -1.020 -1.844
C: -1.539 1.396 -1.870
H: 0.777 0.015 -2.041
H: 2.348 -2.493 1.052
H: 1.401 1.703 2.629
S: -2.517 2.795 -1.182
N: 0.802 1.152 2.005
H: -1.305 0.344 0.033
H: 0.922 -2.799 -0.039
C: 1.338 -0.125 1.723
C: 0.618 -1.262 1.488
H: 0.618 -0.827 -0.578
C: -0.701 0.789 -0.771
C: 1.241 -2.551 1.006
H: 0.916 -3.397 1.628
H: -3.248 2.995 -2.291
H: -0.128 1.123 2.427
H: -0.878 1.762 -2.681
N: 0.100 -0.342 -1.367

Total charge: +1

=====

<B>
ORCA calculation (ωB97M-V/def2-TZVPD) on a 2-piece molecular cluster, C5H15N2S overall.

CARTESIAN COORDINATES (ANGSTROEM)
H: 0.399 0.550 -1.707
H: -1.517 0.860 2.633
H: -2.337 -0.733 -0.959
H: -0.678 -2.090 -1.493
H: 0.310 -0.423 -2.985
C: -1.285 1.702 0.177
H: 6.600 2.214 1.822
C: -1.536 -0.824 -0.231
C: -0.311 -1.123 -1.105
H: -1.898 2.392 0.756
S: 1.663 0.258 0.245
N: -1.642 0.364 0.625
H: -0.198 1.830 0.077
H: -1.785 1.871 -0.788
H: 6.583 2.576 2.466
N: -0.227 -0.131 -2.171
H: 0.077 0.340 1.887
H: -1.282 -0.844 2.188
C: 0.931 -1.361 -0.206
C: -1.030 0.183 1.944
H: 1.802 -1.922 -0.540
H: -1.822 -1.672 0.419
H: 0.645 -1.530 0.855

Total charge: +1

=====

Which one sits at the bottom of the stability order? <B> does.

=====

<A>
ORCA calculation (ωB97M-V/def2-TZVPD) on C6H18InO6 as an isolated structure.

CARTESIAN COORDINATES (ANGSTROEM)
H: 1.313 2.910 2.324
O: -2.301 -1.611 5.045
H: 2.251 0.380 -5.766
H: -3.154 -2.924 6.462
H: 0.499 0.109 -5.820
O: 0.855 -2.425 -7.074
O: 1.721 -0.742 -4.396
C: -2.182 -2.543 6.149
H: -2.823 -0.829 5.240
H: 1.734 3.313 -0.054
O: -1.645 -4.247 4.388
H: -1.738 -2.000 6.982
H: -2.500 -4.681 4.433
H: -1.357 4.465 -1.053
H: 2.830 -1.707 -6.662
C: 0.174 4.775 -0.021
C: 1.286 3.920 0.733
H: 0.140 -2.113 -6.513
O: -0.641 3.870 -0.818
H: -0.371 -3.443 5.960
H: 2.648 -0.944 -4.248
H: 1.917 -0.844 -7.811
In: -1.811 -1.002 -0.035
C: 1.469 -0.379 -5.731
H: 0.587 5.514 -0.709
C: 1.817 -1.351 -6.851
H: 2.029 4.567 1.198
H: -0.452 5.224 0.750
C: -1.390 -3.766 5.751
H: -1.567 -4.517 6.521
O: 0.662 3.023 1.628

Total charge: +3

=====

<B>
ORCA calculation (ωB97M-V/def2-TZVPD) on C6H18InO6 as an isolated structure.

CARTESIAN COORDINATES (ANGSTROEM)
H: -0.620 -1.916 2.285
H: -4.016 -1.220 0.702
O: 1.431 -1.327 -2.756
H: 3.337 0.267 -2.309
H: -0.544 2.677 -1.325
H: -1.028 3.009 2.616
H: -2.014 -2.553 -0.057
O: -2.450 0.001 0.098
C: -0.219 3.031 0.572
H: 4.457 -0.775 -1.497
H: 0.222 1.092 2.777
In: 0.333 -0.151 -0.463
C: -2.997 -0.934 0.971
O: -0.237 2.119 -0.596
O: -0.719 -1.717 1.343
O: -0.171 1.246 1.909
C: 3.395 -0.641 -1.703
H: 0.839 3.092 0.811
H: -3.102 -0.537 1.987
H: -0.723 3.963 0.313
H: 2.617 -2.627 -1.731
H: -3.006 0.699 -0.268
C: 2.708 -1.768 -2.402
H: 3.293 -2.146 -3.245
C: -0.977 2.377 1.731
O: 2.591 -0.518 -0.464
H: -1.970 2.065 1.410
H: 3.045 0.061 0.168
H: -2.462 -2.880 1.629
H: 1.023 -1.851 -3.460
C: -2.037 -2.136 0.953

Total charge: +3

=====

Which one sits at the bottom of the stability order? <A> does.

=====

<A>
ORCA calculation (ωB97M-V/def2-TZVPD) on a 2-piece molecular cluster, C7H12ClNO2 overall.

CARTESIAN COORDINATES (ANGSTROEM)
C: 0.556 0.812 -0.328
N: -1.533 -2.318 -1.770
O: -0.563 -3.097 -1.838
H: 0.721 0.948 -1.442
H: 0.191 2.795 0.727
C: -0.983 1.154 1.566
H: -1.521 -1.163 1.634
H: -1.286 2.057 -0.311
H: -2.352 -0.103 0.556
H: -0.262 0.861 2.307
O: 0.391 -1.656 0.242
C: -0.210 -0.516 0.003
C: -1.246 -1.078 -2.060
H: 1.587 0.751 0.110
C: -1.334 -0.284 0.903
Cl: -2.587 0.045 -2.164
H: 1.771 -1.843 -1.468
C: -0.360 1.870 0.339
H: -1.733 1.705 2.127
C: 1.628 -2.009 -0.338
H: 1.551 -3.054 -0.154
H: -0.324 -0.788 -2.537
H: 2.580 -1.754 0.179

Total charge: 0

=====

<B>
ORCA calculation (ωB97M-V/def2-TZVPD) on a 2-piece molecular cluster, C7H12ClNO2 overall.

CARTESIAN COORDINATES (ANGSTROEM)
H: 0.178 0.723 -0.934
C: -0.913 2.382 1.056
C: -0.999 -2.210 0.102
O: -0.886 1.101 1.645
C: 3.517 0.313 0.454
C: -0.431 -1.376 -1.057
H: -0.889 -1.629 -2.013
C: -1.063 -1.229 1.236
H: -1.559 0.498 -1.172
Cl: 4.890 -0.686 0.608
N: 3.154 0.747 -0.706
H: -0.112 2.514 0.320
H: -0.771 3.084 1.881
H: -1.883 2.578 0.579
H: 3.729 0.452 -1.518
H: -1.254 -1.530 2.249
H: -1.999 -2.590 -0.131
H: 2.947 0.565 1.334
H: 0.642 -1.554 -1.140
O: 2.175 1.485 -0.951
C: -0.895 0.021 0.815
H: -0.369 -3.070 0.335
C: -0.674 0.092 -0.673

SMILES: [O-]/[NH+]=C/Cl.COC1=CCCC1
Total charge: 0

=====

Which one sits at the bottom of the stability order? <A> does.